Record 1
DFT (ωB97M-V/def2-TZVPD) results for a cluster of 9 separate species, C17H52N7O13 in total.

Structure (XYZ):
```
89
C17H52N7O13 (ωB97M-V/def2-TZVPD)
O 1.750 -0.505 -2.940
O -1.343 -5.062 -1.184
O 2.444 4.121 -2.842
O -3.128 3.483 -2.172
O -3.429 -1.216 1.224
O 0.042 -5.027 1.265
O 1.601 3.228 3.590
O -1.881 -1.449 -2.669
O -4.559 -1.123 -3.845
O -3.863 1.011 2.968
O 0.583 -2.750 -0.962
O 2.386 -4.086 5.133
O -0.379 -3.539 5.400
N 3.107 1.179 -3.361
N 1.066 1.642 -2.893
N 2.669 1.676 2.404
N -2.157 1.496 -1.906
N -3.946 1.613 -3.060
N 2.035 2.616 -0.223
N 2.770 1.509 4.500
C -3.039 -2.157 -2.182
C 1.946 0.702 -3.036
C -3.969 -2.310 -3.372
C -2.080 -4.929 0.022
C 0.591 -2.550 5.563
C -2.650 0.953 2.144
C -1.149 -5.725 0.997
C 2.216 4.707 -1.551
C 0.582 -1.893 0.190
C 1.813 -2.847 4.683
C -2.966 0.073 0.941
C 4.265 3.496 -0.549
C 2.321 2.271 3.489
C 2.805 3.823 -0.388
C -3.059 2.304 -2.379
C 2.823 5.055 -3.771
C 0.362 -0.401 0.023
H -0.826 -6.684 0.592
H 2.525 1.815 5.432
H 2.647 4.322 0.568
H -2.584 1.981 1.789
H 2.495 -2.022 4.886
H 2.036 5.661 -4.218
H 1.696 -2.746 3.604
H 0.024 -0.071 1.006
H 4.316 2.758 -1.350
H 3.078 4.441 -4.635
H -2.128 0.031 0.244
H -1.432 1.980 -1.396
H 1.340 2.600 -3.061
H 0.094 1.487 -2.667
H 4.913 4.328 -0.826
H -1.073 -1.744 -2.242
H -3.054 -5.375 -0.179
H -4.782 2.120 -3.312
H -4.057 -0.865 -4.621
H 1.454 -1.983 0.837
H 2.538 2.142 1.517
H -3.868 0.607 -3.020
H -1.688 -5.966 1.913
H 4.581 3.002 0.370
H -3.493 -2.883 -4.168
H 0.775 -2.362 6.621
H -0.419 -0.206 -0.713
H -1.714 0.749 2.663
H 3.771 5.481 -3.443
H -3.720 0.588 0.345
H -0.146 -2.335 0.870
H -3.417 -1.598 -1.326
H 1.287 0.134 -0.191
H -2.294 0.525 -2.152
H 0.165 -4.234 0.737
H -3.754 1.637 3.688
H -2.803 -3.192 -1.935
H 1.137 4.665 -1.407
H 0.064 -4.366 5.604
H -0.707 -4.343 -1.178
H 2.518 5.754 -1.537
H -2.199 -3.889 0.326
H 3.253 0.859 2.514
H -4.758 -3.017 -3.115
H 3.214 2.176 -3.487
H 1.926 -4.786 4.665
H 3.756 0.487 -3.707
H 0.157 -1.631 5.168
H 3.454 0.788 4.319
H 2.277 2.187 -1.105
H 1.040 2.749 -0.333
H -4.199 -1.143 1.793
```

Output
HOMO energy (alpha / beta) in eV: -9.7335 / -9.7335
Gap between HOMO and LUMO (alpha / beta) in eV: 10.05 / 7.48
⟨S²⟩: 0.7542
2S+1: 2

Record 2
DFT (ωB97M-V/def2-TZVPD) results for the molecule C21H17BrN2O6S.

Structure (XYZ):
```
48
C21H17BrN2O6S (ωB97M-V/def2-TZVPD)
Br 7.245 -0.605 -1.717
S 0.867 2.425 0.957
O 6.850 -1.831 1.427
O 7.491 0.859 1.318
O 8.967 -2.398 0.979
O -1.646 3.249 1.175
O -2.507 0.087 0.275
O -0.118 0.881 -2.400
N -1.067 2.087 -0.711
N -4.396 0.651 -0.889
C -5.055 -1.297 0.454
C 7.987 -1.526 1.201
C -3.104 0.783 -0.510
C -0.020 1.425 -1.326
C -6.617 -0.230 -1.024
C 6.294 0.790 0.683
C 3.658 0.946 -0.354
C 5.259 1.438 1.373
C 1.201 1.530 -0.512
C -6.038 -2.199 0.813
C 3.981 1.523 0.880
C 5.974 0.243 -0.563
C -8.367 -3.121 0.686
C -7.316 -2.139 0.269
C -5.341 -0.301 -0.473
C -0.847 2.653 0.516
C 2.350 0.974 -0.947
C -2.413 1.970 -1.214
C 4.686 0.311 -1.056
C 8.507 -0.097 1.146
C -7.589 -1.139 -0.655
H -9.235 -3.064 0.034
H -8.690 -2.914 1.706
H 4.474 -0.133 -2.018
H 5.513 1.871 2.327
H 9.084 0.047 0.226
H -2.951 2.899 -1.012
H -2.346 1.781 -2.290
H -7.974 -4.136 0.661
H -6.848 0.542 -1.746
H 9.183 0.053 1.995
H -4.071 -1.360 0.886
H 2.257 0.472 -1.906
H 8.629 -3.308 1.000
H -4.750 1.318 -1.562
H -5.805 -2.970 1.534
H -8.574 -1.069 -1.093
H 3.225 2.028 1.457
```

Output
HOMO energy in eV: -8.2638
Gap between HOMO and LUMO in eV: 7.87